C3H7NOS2 as an isolated structure. Source: OMol25; level of theory: the ωB97M-V functional and the def2-TZVPD basis.

## Properties
E_LUMO ... -0.0045 Ha
Molecular weight ... 137.23 g mol⁻¹
Orbital gap ... 8.6 eV
HOMO ... -8.75 eV

```
! RIJCOSX wB97M-V def2-TZVPD def2/J DEFGRID3
* xyz 0 1
C 3.3868 -0.0688 -0.0191
C 1.9806 0.6068 0.2312
C -0.6376 -0.1534 0.1687
H 3.5212 -0.4140 -1.1112
H 4.1285 0.8165 -0.0462
H 3.8852 -0.7944 0.6112
H 1.7934 0.9875 1.3189
H 2.0880 1.5526 -0.4429
H -1.3953 -2.1244 0.7747
H -2.8831 0.3647 -0.2160
N -1.6220 -1.0026 0.1327
O -2.9740 -0.6516 -0.0779
S 0.8796 -0.8625 -0.1637
S -1.1528 1.4585 -0.0538
*
```